A 8-piece molecular cluster, C24H72N6O8P2S6 overall in a non-equilibrium geometry. Source: the OMol25 dataset; level of theory: ωB97M-V with the def2-TZVPD basis set.

CARTESIAN COORDINATES (ANGSTROEM)
O (-2.038, -2.464, 1.701)
P (-1.101, -1.340, 1.645)
N (-0.872, -0.527, 3.222)
C (-1.364, -1.186, 4.449)
C (0.027, 0.689, 3.184)
N (-1.762, -0.061, 0.676)
C (-1.082, 0.806, -0.363)
C (-3.147, 0.454, 0.970)
N (0.448, -1.893, 1.078)
C (1.321, -2.582, 1.985)
C (0.668, -2.199, -0.362)
H (-2.261, -0.665, 4.784)
H (-0.560, -1.015, 5.165)
H (-1.562, -2.257, 4.398)
H (0.358, 0.969, 4.185)
H (-0.502, 1.521, 2.718)
H (0.947, 0.567, 2.614)
H (-0.186, 1.306, 0.004)
H (-0.585, 0.240, -1.151)
H (-1.646, 1.466, -1.022)
H (-3.772, -0.283, 1.474)
H (-3.239, 1.208, 1.752)
H (-3.541, 0.843, 0.031)
H (2.361, -2.269, 1.892)
H (1.049, -2.358, 3.017)
H (1.250, -3.670, 1.993)
H (-0.093, -1.728, -0.984)
H (0.625, -3.285, -0.444)
H (1.641, -1.847, -0.704)
O (6.731, 0.024, 1.717)
P (7.515, 0.393, 0.499)
N (7.757, -0.791, -0.734)
C (7.330, -2.185, -0.549)
C (8.328, -0.539, -1.969)
N (9.072, 0.930, 0.779)
C (9.932, 0.104, 1.700)
C (9.888, 1.957, 0.116)
N (6.771, 1.595, -0.462)
C (5.710, 1.321, -1.425)
C (6.701, 2.930, 0.114)
H (7.433, -2.382, 0.518)
H (7.955, -2.820, -1.178)
H (6.304, -2.328, -0.889)
H (8.090, -1.232, -2.776)
H (9.389, -0.789, -1.942)
H (8.256, 0.519, -2.218)
H (9.271, -0.050, 2.553)
H (10.213, -0.839, 1.230)
H (10.731, 0.784, 1.996)
H (10.918, 1.651, -0.069)
H (9.485, 2.186, -0.870)
H (9.816, 2.883, 0.686)
H (4.742, 1.235, -0.931)
H (5.526, 2.116, -2.148)
H (5.844, 0.310, -1.809)
H (7.768, 3.116, 0.237)
H (6.135, 2.821, 1.039)
H (6.266, 3.676, -0.551)
C (1.308, 6.882, -1.714)
S (-0.111, 7.896, -2.288)
O (0.248, 8.082, -3.799)
C (-1.507, 6.652, -2.222)
H (1.073, 6.584, -0.693)
H (2.116, 7.610, -1.792)
H (1.397, 6.001, -2.350)
H (-1.417, 5.979, -1.370)
H (-1.402, 5.824, -2.923)
H (-2.440, 7.190, -2.390)
C (-5.303, 4.699, -7.149)
S (-3.503, 4.566, -7.426)
O (-3.119, 3.370, -6.571)
C (-3.677, 4.090, -9.269)
H (-5.809, 3.742, -7.275)
H (-5.630, 5.526, -7.779)
H (-5.424, 5.122, -6.152)
H (-2.672, 3.822, -9.598)
H (-3.879, 5.048, -9.747)
H (-4.304, 3.261, -9.599)
C (-7.705, -6.455, 2.985)
S (-8.243, -5.446, 4.520)
O (-9.055, -4.287, 3.881)
C (-9.602, -6.572, 4.894)
H (-8.503, -6.484, 2.243)
H (-7.415, -7.482, 3.206)
H (-6.905, -5.956, 2.438)
H (-10.190, -6.302, 5.771)
H (-9.456, -7.652, 4.877)
H (-10.327, -6.351, 4.111)
C (-1.907, -5.305, -7.271)
S (-0.723, -3.893, -7.219)
O (0.286, -4.166, -8.371)
C (-1.700, -2.372, -7.592)
H (-2.777, -5.301, -6.614)
H (-1.383, -6.258, -7.194)
H (-2.466, -5.294, -8.207)
H (-1.779, -2.235, -8.670)
H (-1.212, -1.611, -6.983)
H (-2.651, -2.510, -7.077)
C (1.139, -7.625, 6.431)
S (0.130, -9.186, 6.125)
O (-0.143, -9.720, 7.511)
C (-1.447, -8.368, 5.527)
H (1.040, -7.014, 7.328)
H (1.080, -7.008, 5.534)
H (2.140, -8.055, 6.452)
H (-1.772, -8.953, 4.666)
H (-1.242, -7.331, 5.264)
H (-2.261, -8.434, 6.249)
C (-7.319, 8.580, 3.399)
S (-6.342, 7.105, 2.827)
O (-5.340, 7.614, 1.784)
C (-5.316, 6.742, 4.374)
H (-8.041, 8.184, 4.113)
H (-7.551, 9.054, 2.445)
H (-6.819, 9.339, 4.000)
H (-4.676, 7.612, 4.521)
H (-4.658, 5.902, 4.150)
H (-6.089, 6.515, 5.109)

Energy, a.u.: -4959.57376
HOMO level, eV: -8.30
Energy relative to the best compared isomer or geometry (same formula, charge and spin), kcal per mole: 141.20
Maximum force, eV/Å: 4.0